C6H17NO | ωB97M-V with the def2-TZVPD basis set

Its calculated total energy is -368.7481 hartree. As for the HOMO energy: -8.44 eV. The value obtained for the largest force on an atom is 2.3 eV/Å. The SMILES is CCN(CC)CC.O. For the energy relative to the best compared isomer or geometry (same formula, charge and spin), the calculation gives 1.435 eV. As for the LUMO energy: 0.0344 hartree.

Each line ends with the natural charge from an NBO analysis.
Positions of all 25 atoms, in Å:
1 O 3.7515 -0.4956 0.6361  -0.917
2 N -0.2041 -0.0823 0.0947  -0.449
3 C -1.6314 0.0958 -0.2590  -0.222
4 C -1.8444 0.7093 -1.6435  -0.614
5 C -0.5546 -2.5425 0.5140  -0.627
6 C 0.7835 2.2451 -0.4297  -0.622
7 C 0.5632 1.0794 0.5767  -0.210
8 C -0.0426 -1.2094 1.0504  -0.202
9 H 1.8350 2.3583 -0.6542  0.214
10 H -0.3263 -0.9077 2.0602  0.171
11 H -1.3224 1.6534 -1.6598  0.207
12 H -1.7020 0.0463 -2.4994  0.212
13 H 3.7082 -0.9231 -0.2424  0.465
14 H -2.1355 -0.8656 -0.1873  0.200
15 H 0.4110 3.1694 0.0046  0.208
16 H 1.5450 0.7219 0.8462  0.186
17 H 1.0372 -1.2821 1.0896  0.164
18 H -0.4990 -2.4895 -0.5386  0.220
19 H -1.5805 -2.7613 0.8288  0.206
20 H 0.3438 2.0678 -1.3762  0.213
21 H -2.9032 0.9480 -1.7506  0.205
22 H 2.8138 -0.5077 0.7941  0.453
23 H -0.0581 1.5355 1.3722  0.163
24 H -2.1024 0.7622 0.4853  0.160
25 H 0.1142 -3.3256 0.8879  0.218

=====

C6H17NO | ωB97M-V with the def2-TZVPD basis set

Its calculated total energy is -368.6776 hartree. As for the HOMO energy: -8.50 eV. The value obtained for the largest force on an atom is 4.2 eV/Å. The SMILES is CCCCCNC.O. For the energy relative to the best compared isomer or geometry (same formula, charge and spin), the calculation gives 3.354 eV. As for the LUMO energy: 0.0225 hartree.

Each line ends with the natural charge from an NBO analysis.
Positions of all 25 atoms, in Å:
1 O -1.0593 -3.1808 -0.1548  -0.940
2 N 0.6153 1.6549 1.7654  -0.648
3 C 0.1499 -0.7782 -2.5288  -0.606
4 C -0.5314 0.6235 -0.0842  -0.429
5 C 1.1331 -0.8476 -1.3714  -0.415
6 C 0.3808 -0.6218 -0.0070  -0.434
7 C -0.6181 1.7699 2.5678  -0.416
8 C 0.4583 1.7752 0.3232  -0.221
9 H -1.4914 0.3818 0.5313  0.216
10 H -0.9744 -3.7758 -0.9489  0.475
11 H 1.2883 2.3965 2.1544  0.354
12 H 1.5273 -1.9199 -1.3044  0.212
13 H -0.1403 1.7777 3.6988  0.200
14 H -1.2964 -3.8999 0.5722  0.475
15 H -1.2408 0.8502 2.4680  0.202
16 H -0.0778 -1.5855 0.5192  0.245
17 H -0.9080 0.8595 -1.0714  0.200
18 H -0.6352 0.1140 -2.4151  0.187
19 H -0.4828 -1.7600 -2.3356  0.198
20 H 1.4164 1.7841 -0.3326  0.200
21 H 1.8102 -0.0299 -1.5427  0.193
22 H 0.0191 2.6975 -0.0354  0.156
23 H 1.2403 -0.4876 0.7025  0.217
24 H 0.5749 -0.5704 -3.4877  0.208
25 H -1.1578 2.7726 2.3174  0.172

=====

C6H17NO | ωB97M-V with the def2-TZVPD basis set

Its calculated total energy is -368.7695 hartree. As for the HOMO energy: -8.46 eV. The value obtained for the largest force on an atom is 1.7 eV/Å. The SMILES is CCCNC(C)C.O. For the energy relative to the best compared isomer or geometry (same formula, charge and spin), the calculation gives 0.852 eV. As for the LUMO energy: 0.0303 hartree.

Each line ends with the natural charge from an NBO analysis.
Positions of all 25 atoms, in Å:
1 O -0.9606 -0.4616 -4.3537  -0.938
2 N 0.2488 -0.7071 0.3163  -0.647
3 C -2.3803 1.5366 -0.9606  -0.615
4 C 2.5546 -0.1005 1.1699  -0.624
5 C 1.0873 -0.4493 1.4715  -0.049
6 C 0.9777 -1.5831 2.4825  -0.615
7 C -0.0881 0.4512 -0.5136  -0.202
8 C -1.2904 1.2324 0.0776  -0.424
9 H -0.4297 0.0379 -1.4677  0.179
10 H 0.7986 1.0432 -0.6819  0.174
11 H 0.4423 -1.3378 3.4002  0.215
12 H -0.9008 -0.9446 -3.5266  0.469
13 H 0.6590 0.4523 1.9155  0.179
14 H 0.5249 -1.5389 -0.1816  0.358
15 H -0.9169 2.1912 0.4386  0.198
16 H -2.6676 2.5819 -0.9559  0.209
17 H -1.7822 -0.7187 -4.7742  0.471
18 H 2.6605 0.5625 0.3102  0.207
19 H 2.9931 0.2522 2.0851  0.211
20 H 3.0701 -1.0090 0.8180  0.195
21 H 1.9710 -1.9080 2.7874  0.202
22 H -1.6677 0.6248 0.8888  0.218
23 H -3.2622 0.9458 -0.7933  0.206
24 H -2.1075 1.2778 -1.9867  0.207
25 H 0.4660 -2.4313 2.0339  0.215

=====

C6H17NO | ωB97M-V with the def2-TZVPD basis set

Its calculated total energy is -368.7354 hartree. As for the HOMO energy: -8.76 eV. The value obtained for the largest force on an atom is 2.7 eV/Å. The SMILES is CCCCCNC.O. For the energy relative to the best compared isomer or geometry (same formula, charge and spin), the calculation gives 1.781 eV. As for the LUMO energy: 0.0338 hartree.

Each line ends with the natural charge from an NBO analysis.
Positions of all 25 atoms, in Å:
1 O -1.0066 -0.0076 3.0044  -0.934
2 N -0.0648 -2.3185 -0.2220  -0.645
3 C 0.9009 -1.9673 0.8558  -0.406
4 C -0.5501 -1.1644 -0.9623  -0.216
5 C 0.0704 1.8208 -0.0154  -0.429
6 C 1.1258 0.9741 -0.7582  -0.401
7 C -0.6578 2.7346 -0.9769  -0.632
8 C 0.4686 -0.1235 -1.5386  -0.437
9 H -0.1106 0.2485 -2.4370  0.207
10 H 1.8458 -1.5416 0.5363  0.183
11 H -0.4454 -0.3685 2.3079  0.458
12 H 1.3062 -0.6292 -2.0063  0.206
13 H -1.0131 3.7182 -0.6348  0.220
14 H -1.6701 2.3448 -1.2201  0.202
15 H -0.2058 2.8134 -1.9783  0.206
16 H -0.6571 1.2514 0.5730  0.201
17 H 1.7746 1.6627 -1.3390  0.214
18 H 0.4071 2.3204 0.8918  0.215
19 H 0.8408 -2.8663 1.4705  0.219
20 H -1.9212 -0.1160 2.6942  0.471
21 H 0.5444 -1.2001 1.5294  0.147
22 H -1.2835 -0.6545 -0.3434  0.179
23 H -1.1386 -1.4641 -1.8740  0.203
24 H 1.7722 0.6074 0.0473  0.200
25 H 0.2307 -3.1312 -0.7331  0.369

=====

C6H17NO | ωB97M-V with the def2-TZVPD basis set

Its spin multiplicity is 2. Its calculated total energy is -368.4513 hartree. As for the HOMO energy (spin up / spin down): -15.42 / -15.37 eV. The value obtained for the largest force on an atom is 5.2 eV/Å. Its charge is +1. For the energy relative to the best compared isomer or geometry (same formula, charge and spin), the calculation gives 1.149 eV. As for the LUMO energy (spin up / spin down): -0.0973 / -0.2983 hartree.

Each line ends with the natural charge from an NBO analysis.
Positions of all 25 atoms, in Å:
1 O -1.5049 -1.7110 0.9504  -0.914
2 N 0.4093 0.1503 -0.0880  0.010
3 C 1.2405 -1.7993 -1.4604  -0.628
4 C -0.3933 0.6747 -1.2254  -0.278
5 C 1.5980 -0.5201 -0.5831  -0.291
6 C -0.1196 1.2300 2.1042  -0.637
7 C 0.8672 1.2188 0.9144  -0.246
8 C -1.8117 1.1071 -0.7590  -0.634
9 H -0.5910 -0.0761 -2.0055  0.250
10 H 2.1865 -0.9646 0.2408  0.247
11 H -2.1262 0.3734 -0.0096  0.240
12 H -0.0234 0.2932 2.6864  0.236
13 H 0.9748 2.2003 0.4717  0.254
14 H 1.7914 0.7882 1.3012  0.230
15 H -1.7837 2.0762 -0.2633  0.222
16 H -1.2320 -2.6453 0.9846  0.495
17 H -1.1778 1.2716 1.8343  0.237
18 H 0.1976 1.4599 -1.6969  0.259
19 H -0.7763 -1.1397 0.6775  0.447
20 H 2.2946 0.2172 -1.0335  0.279
21 H 0.2121 -2.1191 -1.2031  0.225
22 H 1.9878 -2.5374 -1.1533  0.247
23 H 1.1895 -1.5932 -2.5287  0.238
24 H 0.0758 2.1013 2.7396  0.254
25 H -2.5834 1.0552 -1.5195  0.258

=====

C6H17NO2 | ωB97M-V with the def2-TZVPD basis set

Its calculated total energy is -444.0259 hartree. As for the HOMO energy: -9.22 eV. The value obtained for the largest force on an atom is 1.5 eV/Å. The SMILES is CCC(C)(O)O.CNC. For the energy relative to the best compared isomer or geometry (same formula, charge and spin), the calculation gives 0.409 eV. As for the LUMO energy: 0.0313 hartree.

Each line ends with the natural charge from an NBO analysis.
Positions of all 26 atoms, in Å:
1 O -0.1157 -1.1774 -1.3719  -0.762
2 O 1.0443 -1.2475 0.5631  -0.752
3 N -1.7338 0.0242 0.4790  -0.641
4 C 1.0510 -0.7620 -0.7710  0.526
5 C 1.1475 0.8546 -0.7517  -0.452
6 C 1.6860 1.4274 0.5550  -0.615
7 C -2.0206 -0.4935 1.8054  -0.413
8 C -2.8294 0.7832 -0.0974  -0.413
9 C 2.2427 -1.3217 -1.5464  -0.648
10 H -2.2627 0.2973 2.5292  0.167
11 H 0.1744 1.2897 -0.9883  0.196
12 H 2.1626 -1.0244 -2.5875  0.227
13 H -3.6952 0.1232 -0.2107  0.197
14 H -1.1452 -1.0390 2.1526  0.222
15 H -0.8821 -0.9148 -0.7338  0.504
16 H -2.8663 -1.1795 1.7474  0.193
17 H 1.9229 -1.5530 0.7998  0.473
18 H -3.1270 1.6474 0.5175  0.170
19 H 1.8019 1.1438 -1.5751  0.206
20 H 1.6696 2.5161 0.5295  0.209
21 H 2.2252 -2.4095 -1.4960  0.220
22 H 3.1786 -0.9474 -1.1344  0.199
23 H 2.7156 1.1127 0.7185  0.202
24 H 1.0985 1.0834 1.4053  0.208
25 H -0.9102 0.6284 0.5465  0.371
26 H -2.5327 1.1382 -1.0849  0.206

=====

Q: Which value of energy relative to the best compared isomer or geometry (same formula, charge and spin) does entry 4 give?
A: 1.781 eV